Entry 1:
This record from the OMol25 dataset describes a structure of composition C4H12NOPS2. The level of theory is the ωB97M-V functional and the def2-TZVPD basis.

The strongest force on any atom is 4.75 eV/A. As for the multiplicity: 3. Its LUMO energy (alpha / beta) is 0.07 / -3.02 eV. The calculation puts the highest occupied orbital energy (alpha / beta) at -5.13 / -8.96 eV. The calculation puts the energy above the lowest of the compared OMol25 structures with the same formula, charge and spin at 0.00 kcal per mole. As for the total energy: -38836.0631 eV. Its gap between HOMO and LUMO (alpha / beta) is 5.2030 / 5.9337 eV.

Each line ends with the Löwdin charge.
Positions of all 21 atoms, in Å:
S -4.06203 1.40789 1.44332  0.291
S -3.16781 -1.19879 -0.78047  0.271
P -4.49164 0.23059 -0.12424  -0.226
O -5.65082 0.28658 -0.96903  -0.505
N -0.21638 -1.44028 -0.41274  0.024
C 0.32451 -0.25579 0.37616  -0.423
C -0.43106 -0.26190 1.67476  -0.066
C 0.95180 1.16471 -1.64378  -0.102
C 0.02953 0.97737 -0.42563  -0.244
H 2.03214 1.34026 -1.40033  0.081
H -0.17777 -1.14997 2.23834  0.086
H 0.07437 -1.70837 -1.37242  0.133
H 1.43428 -0.21871 0.58485  0.160
H -1.53561 -0.19511 1.40941  0.057
H 0.09790 -2.29216 0.08762  0.131
H 0.18277 1.77047 0.39751  0.150
H -0.13282 0.49119 2.29254  0.050
H -1.55469 -1.42643 -0.43641  -0.095
H -0.94063 0.90132 -0.87001  0.081
H 0.88211 0.27071 -2.29134  0.069
H 0.72202 2.09974 -2.19533  0.080


Entry 2:
This record from the OMol25 dataset describes a cluster of 9 separate species, C9H36N8O9 in total. The level of theory is the ωB97M-V functional and the def2-TZVPD basis.

The strongest force on any atom is 9.86 eV/A. Its LUMO energy is -0.49 eV. The calculation puts the highest occupied orbital energy at -8.25 eV. The calculation puts the energy above the lowest of the compared OMol25 structures with the same formula, charge and spin at 190.63 kcal per mole. As for the total energy: -40260.1332 eV. Its gap between HOMO and LUMO is 7.7588 eV.

Each line ends with the Löwdin charge.
Positions of all 62 atoms, in Å:
O -1.50672 1.85294 -1.87425  -0.153
O 2.53686 1.56000 2.69775  -0.105
O -1.50961 -3.35745 3.21193  -0.119
O -1.22287 -3.54585 -2.87120  -0.092
O -2.34594 0.11462 1.20372  -0.089
O 2.03539 -2.09153 0.31877  -0.145
O -1.50748 -0.22293 -4.71604  -0.091
O -1.72478 4.31070 3.32955  -0.177
O 2.39521 2.30798 -3.31506  -0.056
N 0.56535 3.65524 3.23192  0.168
N 0.61274 -3.61404 -1.35760  0.176
N -0.87132 2.39017 2.19536  0.161
N -0.75799 -1.64774 1.04753  0.154
N 1.24929 -0.39337 2.35090  0.178
N 1.26532 1.12680 0.86921  0.133
N -0.65617 -0.22964 -0.44365  0.132
N 0.24913 -1.73826 -2.34665  0.115
C -0.11894 -2.98251 -2.22128  -0.599
C -1.35979 -2.50875 4.36165  -0.088
C 3.20430 -1.44101 -0.26489  -0.083
C -1.59707 2.78603 -0.84225  -0.125
C -0.70139 3.40711 2.96377  -0.584
C 1.61916 1.55988 -2.43246  -0.159
C -2.49544 -0.40898 -3.76369  -0.167
C -1.32187 -0.60761 0.57350  -0.590
C 1.64908 0.77404 2.01607  -0.702
H 1.22561 -1.58586 -2.63901  0.150
H 1.84058 2.84500 -3.81771  0.048
H -1.17171 0.53842 -0.95073  0.096
H -0.71125 -3.86210 3.21016  0.071
H -1.12815 0.61388 -4.69602  0.034
H -1.92565 3.71499 -1.31196  0.103
H 1.79361 -1.49086 0.99672  -0.008
H 2.18412 0.70912 -2.12307  0.064
H 0.86581 4.48004 3.74606  0.124
H 0.54235 0.57290 0.30802  0.079
H -0.69267 2.99395 -0.32407  0.050
H 1.47460 2.13702 0.61458  0.162
H -0.42960 -2.07797 4.16052  0.054
H 0.35076 -4.60456 -1.18130  0.155
H -1.81143 2.02602 1.95607  0.105
H -0.42647 -1.39954 -3.06600  0.102
H -0.13010 2.03761 1.66933  0.013
H 0.77564 1.21802 -2.97729  0.050
H -3.23937 -1.17567 -4.06185  0.104
H -1.95986 -0.77298 -2.80634  0.065
H -2.09822 -1.75822 4.46756  0.087
H -0.15177 -0.86517 -1.10432  0.058
H 1.34955 3.12313 2.94690  0.038
H 3.43560 -0.40632 0.11213  0.107
H -2.25987 2.43862 -0.01344  0.096
H 1.20797 -3.15723 -0.68994  0.044
H -1.22225 -2.17937 1.79063  0.106
H -2.99029 0.56316 -3.52973  0.089
H 4.03160 -1.99043 0.12752  0.074
H -0.30203 -2.27657 0.38525  0.114
H -1.46808 -3.03884 5.23728  0.062
H -1.17839 2.31472 -2.63525  0.082
H 1.23977 2.15513 -1.58846  0.072
H 3.37513 -1.42037 -1.29469  0.052
H 1.50642 -0.63740 3.28015  0.130
H 0.41353 -0.83808 1.87967  0.076


Entry 3:
This record from the OMol25 dataset describes the molecule C12H12N2O5S. The level of theory is the ωB97M-V functional and the def2-TZVPD basis.

The strongest force on any atom is 0.94 eV/A. Its LUMO energy is 0.33 eV. The calculation puts the highest occupied orbital energy at -7.93 eV. The calculation puts the energy above the lowest of the compared OMol25 structures with the same formula, charge and spin at 2.12 kcal per mole. As for the total energy: -36692.5906 eV. Its gap between HOMO and LUMO is 8.2623 eV.

Each line ends with the Löwdin charge.
Positions of all 32 atoms, in Å:
S 1.66651 1.90021 -1.37244  1.048
O 5.81946 -1.85072 0.22141  0.126
O 3.25128 0.06030 -2.39662  0.069
O 5.15886 0.28086 0.30568  0.130
O -4.21354 -1.46660 -0.71391  -0.088
O 1.87970 -0.15315 1.93290  0.138
N -0.01809 1.81656 0.87423  0.014
N 2.66947 -0.17583 -0.19906  -0.029
C 1.95601 0.35237 0.84596  -0.459
C 1.31445 1.68640 0.48212  -0.432
C -1.92326 -1.02115 -0.55566  0.012
C -3.23285 -0.61179 -0.30934  -0.283
C -5.55348 -1.10627 -0.48393  -0.093
C 2.66628 0.45738 -1.43348  -0.766
C -3.44369 0.61303 0.31465  -0.020
C -0.85211 -0.23529 -0.18756  -0.014
C 4.95018 -1.03029 0.17706  -0.499
C -2.36628 1.39876 0.67834  -0.021
C -1.05819 0.98928 0.44092  -0.257
C 3.47620 -1.36044 -0.01607  -0.009
H 3.11500 -1.87856 0.87823  0.148
H 3.38185 -2.01617 -0.88595  0.150
H -6.15067 -1.92759 -0.87676  0.093
H -2.54523 2.34898 1.16090  0.112
H -4.43973 0.97070 0.52106  0.103
H 6.10576 0.46398 0.41568  0.143
H 0.14319 -0.59102 -0.39636  0.100
H -5.76090 -0.98814 0.58468  0.095
H 1.90876 2.47104 0.96105  0.134
H -5.81869 -0.18358 -1.01050  0.095
H -0.32047 2.75590 1.08708  0.138
H -1.76580 -1.96913 -1.04429  0.122


Entry 4:
This record from the OMol25 dataset describes the molecule C4H6. The level of theory is the ωB97M-V functional and the def2-TZVPD basis.

The strongest force on any atom is 2.59 eV/A. Its LUMO energy is 1.04 eV. The calculation puts the highest occupied orbital energy at -9.38 eV. The calculation puts the energy above the lowest of the compared OMol25 structures with the same formula, charge and spin at 44.67 kcal per mole. As for the total energy: -4242.0235 eV. Its gap between HOMO and LUMO is 10.4161 eV.

Each line ends with the Löwdin charge.
Positions of all 10 atoms, in Å:
C -0.79979 -0.77971 -0.48097  -0.203
C 0.89166 0.51533 0.90092  -0.086
C -0.81034 -1.68976 -1.27610  0.060
C -0.45602 0.48328 0.12405  -0.252
H -0.61792 0.80354 -0.96329  0.141
H 0.72969 0.42324 1.98791  0.074
H 1.54799 -0.31628 0.62152  0.072
H -0.70270 -1.96713 -2.29862  0.026
H -1.21465 1.07402 0.63483  0.103
H 1.43207 1.45346 0.74976  0.065